C7H12NO3P | the ωB97M-V functional and the def2-TZVPD basis

Each line ends with the natural charge from an NBO analysis.
Cartesian coordinates (Å):
P -0.706 -0.288 0.295  2.29
O -2.015 0.591 -0.117  -0.82
O -0.695 -0.912 1.636  -1.05
O -0.568 -1.443 -0.904  -0.84
N 1.681 0.442 0.382  -0.46
C -3.256 -0.053 -0.506  -0.25
C 0.322 2.546 0.218  -0.64
C 2.830 -0.004 0.037  0.26
C 0.581 1.194 -0.351  -0.27
C 0.542 -2.376 -1.059  -0.24
C 5.191 -0.858 0.532  -0.36
C 3.882 -0.610 0.534  -0.08
H -0.678 2.680 0.337  0.23
H 0.958 -2.910 -0.123  0.20
H 0.828 3.315 -0.341  0.22
H 5.781 -1.147 1.393  0.22
H 1.346 -1.770 -1.519  0.18
H -4.076 0.598 -0.353  0.19
H -3.369 -0.961 0.082  0.19
H -3.280 -0.436 -1.598  0.18
H 0.604 1.082 -1.447  0.22
H 0.746 2.622 1.260  0.23
H 0.107 -3.121 -1.666  0.19
H 5.695 -0.770 -0.375  0.20

Computed properties:
**HOMO-LUMO gap**: 0.3119 Eh
**Total energy**: -895.6442 a.u.
**Relative energy (zero: lowest compared OMol25 entry of this formula, charge and spin)**: 336.9 kJ/mol
**LUMO energy**: -0.0033 Ha
**Strongest force on any atom**: 0.095 hartree/bohr
**SMILES**: C=C=C=N[C@H](C)P(=O)(OC)OC


C7H12NO5P | the ωB97M-V functional and the def2-TZVPD basis

Each line ends with the natural charge from an NBO analysis.
Cartesian coordinates (Å):
P -0.208 -0.523 0.746  2.24
O 1.396 1.549 0.160  -0.55
O -0.196 -0.740 2.212  -1.03
O 3.479 0.876 0.782  -0.61
O -1.936 1.292 0.814  -0.56
O -1.183 -1.381 -0.155  -0.81
N 1.883 -0.648 0.175  -0.71
C 0.089 1.139 -0.138  -0.12
C -2.065 -2.366 0.374  -0.24
C -0.799 3.439 0.902  -0.72
C -0.962 1.993 0.463  0.59
C 2.714 -1.836 0.588  -0.43
C -0.088 0.842 -1.642  -0.66
C 2.393 0.528 0.423  0.86
H -0.301 1.881 -2.149  0.23
H -0.664 3.324 1.991  0.27
H 2.474 -2.227 1.588  0.20
H -0.863 0.159 -1.974  0.25
H 0.903 0.295 -2.071  0.26
H -1.652 -2.910 1.190  0.20
H 3.784 -1.601 0.636  0.23
H -1.751 3.998 0.753  0.25
H -2.396 -2.931 -0.415  0.20
H 2.612 -2.768 -0.063  0.20
H -2.960 -1.807 0.872  0.20
H -0.048 3.949 0.288  0.25

Computed properties:
**HOMO-LUMO gap**: 0.3548 Eh
**Total energy**: -1046.2293 a.u.
**Relative energy (zero: lowest compared OMol25 entry of this formula, charge and spin)**: 153.1 kJ/mol
**LUMO energy**: 0.0034 Ha
**Strongest force on any atom**: 0.087 hartree/bohr
**SMILES**: CO[P@@]1(=O)N(C)C(=O)O[C@]1(C)C(C)=O


C7H12NOS | the ωB97M-V functional and the def2-TZVPD basis

Each line ends with the natural charge from an NBO analysis.
Cartesian coordinates (Å):
S 1.615 1.326 0.968  0.32
O -0.675 0.800 -0.484  -0.51
N 0.984 -0.758 -0.551  -0.56
C 0.317 0.242 0.350  0.24
C 2.817 0.805 -0.251  -0.57
C -3.040 0.777 -0.911  -0.68
C 2.536 -0.708 -0.447  -0.25
C -1.962 -0.389 1.058  -0.34
C -0.645 -0.644 1.663  -0.39
C -1.889 0.321 -0.086  0.32
H 2.618 1.391 -1.248  0.23
H -2.822 1.781 -1.252  0.24
H 3.026 -1.325 0.405  0.27
H -0.544 -1.769 1.634  0.21
H 3.795 1.142 0.064  0.28
H 2.990 -0.879 -1.416  0.25
H 0.617 -1.676 -0.247  0.46
H 0.767 -0.612 -1.507  0.45
H -2.932 -0.707 1.514  0.26
H -0.125 -0.315 2.619  0.26
H -3.953 0.952 -0.161  0.25
H -3.494 0.244 -1.716  0.25

Computed properties:
**HOMO-LUMO gap**: 0.3441 Eh
**Total energy**: -801.7756 a.u.
**Relative energy (zero: lowest compared OMol25 entry of this formula, charge and spin)**: 200.3 kJ/mol
**LUMO energy**: -0.1143 Ha
**Net charge**: +1
**Strongest force on any atom**: 0.076 hartree/bohr
**SMILES**: CC1=CC[C@@]2([NH2+]CCS2)O1


C7H12NS | the ωB97M-V functional and the def2-TZVPD basis

Each line ends with the Mulliken charge.
Cartesian coordinates (Å):
S -3.293 0.003 -0.961  0.04
N 1.054 0.220 0.163  -0.21
C 3.451 0.930 0.438  -0.93
C -2.489 -0.399 0.405  1.07
C -0.417 0.457 -1.906  -1.57
C -1.122 -0.171 0.513  -0.74
C -3.201 -1.125 1.545  -1.27
C -0.053 0.183 -0.442  0.87
C 2.375 -0.018 -0.250  -0.42
H -3.796 -0.350 2.082  0.36
H -1.022 1.411 -1.940  0.40
H 2.983 1.903 0.535  0.32
H -2.405 -1.535 2.183  0.36
H -0.890 -0.391 -2.400  0.43
H 2.531 -1.040 0.020  0.35
H -0.671 -0.425 1.539  0.29
H -3.987 -1.656 1.133  0.44
H 2.452 -0.046 -1.374  0.32
H 3.660 0.579 1.533  0.27
H 4.396 0.884 -0.218  0.32
H 0.444 0.587 -2.600  0.33

Computed properties:
**HOMO-LUMO gap (alpha / beta)**: 0.2214 / 0.2249 Eh
**Total energy**: -726.4529 a.u.
**Relative energy (zero: lowest compared OMol25 entry of this formula, charge and spin)**: 323.1 kJ/mol
**LUMO energy (alpha / beta)**: -0.2639 / -0.2658 Ha
**Net charge**: +1
**Strongest force on any atom**: 0.067 hartree/bohr


C7H12O | the ωB97M-V functional and the def2-TZVPD basis

Each line ends with the natural charge from an NBO analysis.
Cartesian coordinates (Å):
O 3.090 -0.225 -1.221  -0.68
C 2.286 0.555 -0.433  0.30
C -0.961 -0.703 1.330  -0.43
C -2.178 -0.670 -0.930  -0.62
C 2.406 1.878 -0.371  -0.54
C -2.305 -0.509 0.595  -0.39
C 1.257 -0.298 0.189  -0.26
C 0.157 0.119 0.796  -0.12
H 1.480 -1.353 0.078  0.21
H 3.685 0.350 -1.710  0.48
H -2.163 0.286 -1.441  0.21
H -0.689 -1.758 1.241  0.20
H -2.971 -1.284 0.967  0.21
H -2.891 -1.386 -1.329  0.21
H -1.229 -1.174 -1.151  0.21
H 3.026 2.499 -1.014  0.20
H -2.699 0.477 0.826  0.20
H 1.784 2.435 0.330  0.20
H 0.051 1.199 0.865  0.19
H -1.135 -0.441 2.383  0.22

Computed properties:
**HOMO-LUMO gap**: 0.3464 Eh
**Total energy**: -349.1113 a.u.
**Relative energy (zero: lowest compared OMol25 entry of this formula, charge and spin)**: 98.0 kJ/mol
**LUMO energy**: 0.0364 Ha
**Strongest force on any atom**: 0.023 hartree/bohr
**SMILES**: C=C(O)/C=C/CCC


C7H12O | the ωB97M-V functional and the def2-TZVPD basis

Each line ends with the natural charge from an NBO analysis.
Cartesian coordinates (Å):
O -1.645 1.172 0.569  -0.52
C 0.153 -1.345 -0.317  -0.14
C 0.111 0.998 -1.115  -0.35
C 2.236 -0.222 -0.230  -0.64
C -1.002 1.493 -0.522  0.18
C -0.799 0.900 1.640  -0.28
C 0.792 -0.230 -0.644  -0.09
C -1.305 -1.673 -0.396  -0.68
H -1.809 -0.758 -0.737  0.22
H 2.813 0.350 -1.083  0.20
H 0.401 1.241 1.229  0.20
H 2.722 -1.207 -0.266  0.23
H 2.698 0.449 0.624  0.23
H 0.565 1.766 -1.812  0.24
H 0.731 -2.243 0.159  0.19
H -0.696 -0.225 1.889  0.18
H -1.187 1.425 2.635  0.20
H -1.747 -1.726 0.588  0.23
H -1.493 -2.474 -1.228  0.23
H -1.536 2.308 -0.982  0.18

Computed properties:
**HOMO-LUMO gap**: 0.3491 Eh
**Total energy**: -349.0164 a.u.
**Relative energy (zero: lowest compared OMol25 entry of this formula, charge and spin)**: 347.3 kJ/mol
**LUMO energy**: 0.0358 Ha
**Strongest force on any atom**: 0.096 hartree/bohr
**SMILES**: C/C=C(C)\C=C/OC


C7H12O2 | the ωB97M-V functional and the def2-TZVPD basis

Each line ends with the natural charge from an NBO analysis.
Cartesian coordinates (Å):
O -4.150 -0.599 -0.178  -0.66
O 0.335 -0.332 1.211  -0.76
C 2.383 0.844 -0.172  -0.68
C -2.075 -0.158 1.176  -0.17
C 0.095 0.887 -1.303  -0.69
C 1.237 -1.316 -0.814  -0.81
C -3.072 -0.406 0.553  0.28
C -0.808 0.115 1.878  -0.12
C 1.167 0.099 -0.622  0.46
H 2.984 0.237 0.502  0.24
H 0.446 1.147 -2.309  0.23
H -4.572 -1.433 0.066  0.50
H 2.222 -1.769 -0.759  0.23
H -0.864 -0.347 2.877  0.19
H -0.737 1.201 2.054  0.18
H -0.119 1.813 -0.771  0.23
H 0.562 -1.740 -1.552  0.23
H 2.119 1.780 0.317  0.23
H 2.991 1.078 -1.054  0.23
H -0.821 0.309 -1.400  0.24
H 0.675 -1.407 0.301  0.42

Computed properties:
**HOMO-LUMO gap**: 0.3453 Eh
**Total energy**: -424.2112 a.u.
**Relative energy (zero: lowest compared OMol25 entry of this formula, charge and spin)**: 485.1 kJ/mol
**LUMO energy**: 0.0229 Ha
**Strongest force on any atom**: 0.023 hartree/bohr


C7H12O2 | the ωB97M-V functional and the def2-TZVPD basis

Each line ends with the natural charge from an NBO analysis.
Cartesian coordinates (Å):
O -2.382 0.574 1.008  -0.70
O -0.308 2.252 -0.183  -0.53
C -0.229 1.049 -0.133  0.59
C 0.903 0.110 0.131  -0.14
C -0.335 -0.840 0.782  -0.41
C -1.406 0.045 0.153  0.13
C 1.953 0.681 1.069  -0.60
C 1.542 -0.545 -1.080  -0.60
C -2.099 -0.489 -1.090  -0.61
H 0.798 -0.979 -1.742  0.21
H 2.209 -1.345 -0.762  0.22
H -1.983 1.311 1.496  0.48
H -0.265 -1.850 0.392  0.21
H 2.128 0.188 -1.634  0.22
H -2.862 -1.202 -0.784  0.22
H -0.332 -0.821 1.868  0.22
H -1.401 -0.973 -1.766  0.21
H 2.506 1.477 0.571  0.22
H 2.662 -0.092 1.360  0.21
H -2.587 0.332 -1.611  0.23
H 1.488 1.115 1.953  0.21

Computed properties:
**HOMO-LUMO gap**: 0.3700 Eh
**Total energy**: -424.3731 a.u.
**Relative energy (zero: lowest compared OMol25 entry of this formula, charge and spin)**: 60.1 kJ/mol
**LUMO energy**: 0.0284 Ha
**Strongest force on any atom**: 0.041 hartree/bohr
**SMILES**: CC1(C)C[C@@](C)(O)C1=O